No. 1
2 unconnected molecules or ions with the total composition C4H13N at a distorted geometry, computed with ωB97M-V with the def2-TZVPD basis set.

The geometry in XYZ format:
```
18
Properties=species:S:1:pos:R:3
C 0.6344 -0.8568 -3.6291
C 1.4292 -1.7547 -2.6676
N 2.0249 -2.9786 -3.3284
H 1.2428 -0.6903 -4.5464
H 0.2945 0.0301 -3.0964
H -0.2584 -1.2882 -4.1069
H 0.7333 -2.1346 -1.9239
H 2.2097 -1.1379 -2.1951
H 2.6047 -3.5084 -2.6897
H 2.6930 -2.5570 -3.9647
C -1.7603 1.3117 4.2351
C -1.6402 2.8027 3.7947
H -2.6077 1.3479 4.9081
H -1.8367 0.7592 3.2853
H -0.7689 0.9445 4.6434
H -2.3806 3.0731 3.0236
H -0.6741 3.2474 3.5701
H -1.9398 3.3899 4.6879
```

## Properties
SMILES string: CCN.CC
DFT total energy: -5848.0619 eV
LUMO level: 1.101 eV

Atomic partial charges in e from the natural (NBO) method, atoms 1 to 8: atom 1 (C): -0.62, atom 2 (C): -0.22, atom 3 (N): -0.83, atom 4 (H): 0.20, atom 5 (H): 0.21, atom 6 (H): 0.21, atom 7 (H): 0.19, atom 8 (H): 0.16



No. 2
2 unconnected molecules or ions with the total composition C3H9N at a distorted geometry, computed with ωB97M-V with the def2-TZVPD basis set.

The geometry in XYZ format:
```
13
Properties=species:S:1:pos:R:3
C 1.8471 1.3412 1.0614
N 1.9109 1.9926 -0.0041
H 2.7071 0.7192 1.3230
H 1.0653 1.2415 1.8230
H 1.0884 2.5335 -0.2875
C -0.9776 -0.2160 -0.4143
C -1.1471 -1.7287 -0.5455
H -1.9904 0.1849 -0.4560
H -0.3755 0.2512 -1.1902
H -0.4979 0.0743 0.5166
H -1.5896 -2.0269 -1.5014
H -0.2070 -2.2807 -0.5446
H -1.8337 -2.0861 0.2196
```

## Properties
SMILES string: C=N.CC
DFT total energy: -4745.9193 eV
LUMO level: 1.126 eV

Atomic partial charges in e from the natural (NBO) method, atoms 1 to 8: atom 1 (C): -0.03, atom 2 (N): -0.60, atom 3 (H): 0.15, atom 4 (H): 0.14, atom 5 (H): 0.34, atom 6 (C): -0.61, atom 7 (C): -0.61, atom 8 (H): 0.20



No. 3
2 unconnected molecules or ions with the total composition C9H14 at a distorted geometry, computed with ωB97M-V with the def2-TZVPD basis set.

The geometry in XYZ format:
```
23
Properties=species:S:1:pos:R:3
C -0.7882 -1.4391 -1.2639
C -0.9559 0.0156 -1.4793
C -2.1788 0.5042 -1.8834
C -2.5308 1.8850 -1.8651
C -1.7025 2.7956 -1.2760
C -0.4717 2.3056 -0.8629
C -0.0581 1.0342 -0.9957
H -0.6834 -2.0563 -2.1860
H -1.5411 -1.8775 -0.6139
H 0.1111 -1.7295 -0.7441
H -2.9222 -0.2763 -2.1349
H -3.3768 2.0975 -2.4814
H -2.0705 3.7784 -0.9863
H 0.1269 2.9975 -0.2696
H 0.9505 0.7007 -0.7683
C 1.6371 -1.4583 2.0985
C 2.8911 -1.2168 2.9246
H 1.8497 -1.7470 1.0110
H 1.0841 -2.3415 2.4054
H 0.9712 -0.6240 2.0064
H 2.6036 -1.0969 3.9865
H 3.3801 -0.3028 2.6061
H 3.6746 -1.9483 2.7722
```

## Properties
SMILES string: Cc1ccccc1.CC
DFT total energy: -9559.1971 eV
LUMO level: 0.980 eV

Atomic partial charges in e from the natural (NBO) method, atoms 1 to 8: atom 1 (C): -0.65, atom 2 (C): -0.02, atom 3 (C): -0.21, atom 4 (C): -0.20, atom 5 (C): -0.23, atom 6 (C): -0.21, atom 7 (C): -0.21, atom 8 (H): 0.22



No. 4
C4H4ClN3 in the gas phase at a distorted geometry, computed with ωB97M-V with the def2-TZVPD basis set.

The geometry in XYZ format:
```
12
Properties=species:S:1:pos:R:3
C 2.2503 0.5549 0.0310
C 1.1406 0.5500 0.8864
Cl 0.8880 0.9038 2.6535
C -0.1270 0.2297 0.2399
N -0.3127 0.1236 -1.1749
C -1.4817 -0.4441 -1.2739
N -1.9513 -0.7373 0.0397
N -1.0329 -0.3683 0.9430
H 3.3099 0.4204 0.6173
H 2.1492 0.3230 -1.1049
H -1.9540 -0.4548 -2.2295
H -2.8783 -1.1010 0.3724
```

## Properties
SMILES string: C=C(Cl)c1nc[nH]n1
DFT total energy: -21203.3746 eV
LUMO level: 0.711 eV

Atomic partial charges in e from the natural (NBO) method, atoms 1 to 8: atom 1 (C): -0.41, atom 2 (C): -0.03, atom 3 (Cl): 0.01, atom 4 (C): 0.20, atom 5 (N): -0.46, atom 6 (C): 0.17, atom 7 (N): -0.38, atom 8 (N): -0.23



No. 5
C4H5NO2 in the gas phase at a distorted geometry, computed with ωB97M-V with the def2-TZVPD basis set.

The geometry in XYZ format:
```
12
Properties=species:S:1:pos:R:3
C -0.3334 0.4015 -0.3774
C 0.4354 -0.1638 0.8479
O -0.1865 -1.3196 1.0847
C 2.0251 -0.2973 0.6183
N 3.0841 0.4739 0.7077
C 3.2714 -0.8628 0.4738
O 4.0064 -1.7238 0.0932
H -0.7517 1.3760 -0.0201
H -1.2081 -0.1903 -0.3641
H 0.2700 0.3451 -1.2648
H 0.3892 0.5836 1.7362
H 0.4393 -1.9879 1.4885
```

## Properties
SMILES string: C[C@@H](O)c1nc1=O
DFT total energy: -9810.9036 eV
LUMO level: 0.196 eV

Atomic partial charges in e from the natural (NBO) method, atoms 1 to 8: atom 1 (C): -0.63, atom 2 (C): 0.09, atom 3 (O): -0.69, atom 4 (C): 0.17, atom 5 (N): -0.31, atom 6 (C): 0.58, atom 7 (O): -0.55, atom 8 (H): 0.22



No. 6
C5H8N2 in the gas phase at a distorted geometry, computed with ωB97M-V with the def2-TZVPD basis set.

The geometry in XYZ format:
```
15
Properties=species:S:1:pos:R:3
N 2.0036 -0.4775 -0.9502
C 1.6268 -0.3447 0.3801
C 0.5616 0.3011 0.8577
C -0.4409 1.0479 0.0318
C -1.8072 0.4041 -0.0452
C -1.6409 -1.2974 0.0718
N -2.3796 -0.5699 0.8136
H 2.9938 -0.5747 -1.1124
H 1.5683 0.1624 -1.5982
H 2.3149 -0.8176 1.0702
H 0.3324 0.1842 1.9072
H -0.0856 1.2291 -0.9898
H -0.5968 2.0503 0.4524
H -2.5504 0.9845 -0.5893
H -1.8999 -2.2819 -0.2996
```

## Properties
SMILES string: N/C=C\C[C@H]1C=N1
DFT total energy: -8291.0054 eV
LUMO level: 1.053 eV

Atomic partial charges in e from the natural (NBO) method, atoms 1 to 8: atom 1 (N): -0.82, atom 2 (C): 0.02, atom 3 (C): -0.31, atom 4 (C): -0.46, atom 5 (C): -0.04, atom 6 (C): 0.02, atom 7 (N): -0.39, atom 8 (H): 0.38



Highest occupied orbital energy for every record listed, in sequence, given in eV: -9.547, -9.985, -9.060, -8.967, -9.653, -8.221.
ΔE to the lowest compared entry with this formula, charge and spin for every record listed, in sequence, given in eV: 0.5694, 1.1898, 0.9843, 2.7408, 3.4112, 3.9909.